Density functional theory data (ωB97M-V with the def2-TZVPD basis set) for a gas-phase ion, C23H31N2O3 (charge +1).

Each atom is followed by the atoms it is bonded to, with distances in Å.
Element x y z (Å)
1 O -1.568 -0.223 -0.827  C9 1.411, H49 0.981
2 O 5.236 1.467 -0.535  C12 1.371, C26 1.411
3 O -3.592 -0.541 1.061  C6 1.398, C14 1.385
4 N 0.575 0.752 0.083  C8 1.479, C16 1.481, C22 1.481, H48 1.045
5 N 3.247 -0.168 0.214  C7 1.438, C17 1.412, C25 1.442
6 C -2.488 0.263 1.359  O3 1.398, C9 1.545, H46 1.096, H53 1.094
7 C 2.248 -0.774 1.051  N5 1.438, C8 1.531, H47 1.090, H54 1.105
8 C 1.181 0.283 1.348  N4 1.479, C7 1.531, H31 1.090, H37 1.092
9 C -1.892 0.832 0.053  O1 1.411, C6 1.545, C22 1.546, H29 1.099
10 C 6.196 -2.371 0.731  C18 1.380, C27 1.385, H42 1.078
11 C 6.924 -0.234 -0.079  C12 1.386, C18 1.386, H33 1.078
12 C 5.612 0.211 -0.136  O2 1.371, C11 1.386, C17 1.408
13 C -4.286 -2.470 -1.163  C21 1.500, C28 1.324, H41 1.083
14 C -4.794 0.039 0.689  O3 1.385, C19 1.401, C23 1.385
15 C -7.285 0.971 -0.095  C20 1.381, C24 1.386, H38 1.078
16 C 1.629 1.311 -0.795  N4 1.481, C25 1.527, H36 1.090, H58 1.091
17 C 4.571 -0.660 0.238  N5 1.412, C12 1.408, C27 1.386
18 C 7.213 -1.518 0.356  C10 1.380, C11 1.386, H55 1.078
19 C -5.713 -0.845 0.110  C14 1.401, C21 1.501, C24 1.384
20 C -6.369 1.834 0.475  C15 1.381, C23 1.387, H59 1.079
21 C -5.318 -2.279 -0.091  C13 1.500, C19 1.501, H30 1.093, H52 1.094
22 C -0.594 1.644 0.265  N4 1.481, C9 1.546, H43 1.090, H50 1.090
23 C -5.121 1.373 0.866  C14 1.385, C20 1.387, H39 1.080
24 C -6.952 -0.362 -0.274  C15 1.386, C19 1.384, H51 1.079
25 C 2.691 0.245 -1.051  N5 1.442, C16 1.527, H32 1.088, H34 1.105
26 C 6.247 2.396 -0.857  O2 1.411, H35 1.093, H45 1.094, H56 1.089
27 C 4.880 -1.942 0.664  C10 1.385, C17 1.386, H40 1.079
28 C -3.935 -1.567 -2.065  C13 1.324, H44 1.078, H57 1.079
29 H -2.649 1.482 -0.409  C9 1.099
30 H -6.198 -2.872 -0.357  C21 1.093
31 H 0.405 -0.130 1.993  C8 1.090
32 H 3.481 0.672 -1.666  C25 1.088
33 H 7.734 0.417 -0.360  C11 1.078
34 H 2.238 -0.603 -1.596  C25 1.105
35 H 6.913 2.575 -0.009  C26 1.093
36 H 1.178 1.629 -1.735  C16 1.090
37 H 1.647 1.139 1.840  C8 1.092
38 H -8.254 1.332 -0.399  C15 1.078
39 H -4.426 2.068 1.314  C23 1.080
40 H 4.090 -2.621 0.945  C27 1.079
41 H -3.826 -3.450 -1.174  C13 1.083
42 H 6.417 -3.371 1.069  C10 1.078
43 H -0.576 2.099 1.255  C22 1.090
44 H -3.219 -1.789 -2.839  C28 1.078
45 H 6.834 2.069 -1.720  C26 1.094
46 H -2.727 1.071 2.059  C6 1.096
47 H 2.704 -1.087 1.991  C7 1.090
48 H 0.158 -0.069 -0.412  N4 1.045
49 H -2.357 -0.790 -0.956  O1 0.981
50 H -0.543 2.437 -0.482  C22 1.090
51 H -7.664 -1.038 -0.722  C24 1.079
52 H -4.923 -2.681 0.846  C21 1.094
53 H -1.777 -0.420 1.834  C6 1.094
54 H 1.766 -1.652 0.583  C7 1.105
55 H 8.241 -1.842 0.400  C18 1.078
56 H 5.728 3.320 -1.108  C26 1.089
57 H -4.407 -0.597 -2.110  C28 1.079
58 H 2.086 2.165 -0.293  C16 1.091
59 H -6.616 2.874 0.620  C20 1.079

Values from the calculation:
Spin multiplicity ... 1
SMILES ... C=CCc1ccccc1OC[C@H](O)C[NH+]1CCN(c2ccccc2OC)CC1
DFT total energy ... -1229.99001 hartree
Net charge ... +1
Max |F| ... 0.9 eV/A
Kohn-Sham gap ... 8.585 eV